Entry 1:
Formula: C3H9NS
Source: the Open Molecules 2025 dataset
Level of theory: ωB97M-V/def2-TZVPD

Structure (XYZ):
```
14
Properties=species:S:1:pos:R:3:forces:R:3
C 0.6617 1.7244 -1.2764 1.806 -0.225 0.028
N -0.1357 0.6987 -0.6867 -1.506 0.030 0.294
C 0.2488 -0.0703 0.5013 0.165 0.276 -1.767
C -0.8598 -1.1198 0.6543 0.451 0.652 1.997
S -0.7465 -1.8789 2.3798 -0.052 0.017 -1.212
H 0.9167 2.5064 -0.5538 -0.088 -0.152 0.064
H 1.6285 1.3118 -1.6621 -0.241 0.397 0.163
H 0.2008 2.2331 -2.1208 -0.440 -0.239 0.065
H -0.5081 0.0598 -1.3637 -0.032 -0.004 -0.430
H 0.3388 0.6194 1.3403 -0.043 -0.280 0.191
H 1.2169 -0.5593 0.2900 -0.056 -0.056 0.627
H -0.8285 -1.8442 -0.1519 -0.040 -0.257 0.172
H -1.8198 -0.6082 0.6800 -0.003 -0.040 -0.309
H -0.3137 -3.0729 1.9697 0.079 -0.118 0.116
```
Positions in Å, forces in eV/Å.

SMILES string = CNCCS
LUMO energy = 0.97 eV
Orbital gap = 9.524 eV
ΔE to the lowest compared entry with this formula, charge and spin = 73.8 kJ/mol

Mulliken population analysis, charges in e, atoms 1 to 2:
1 C -0.87
2 N -0.31

Entry 2:
Formula: C3H9NS
Source: the Open Molecules 2025 dataset
Level of theory: ωB97M-V/def2-TZVPD

Structure (XYZ):
```
14
Properties=species:S:1:pos:R:3:forces:R:3
N -1.3218 0.4527 1.5635 -0.445 0.513 0.075
C -1.1113 -0.3696 0.4155 1.539 -0.745 0.099
C 0.4174 -0.5325 0.0499 -1.418 0.130 -0.212
C 0.7536 -0.0474 -1.3682 0.688 -0.652 0.060
S 2.3666 0.8047 -1.4676 -0.215 -0.060 -0.124
H -0.6971 0.4146 2.3442 0.042 -0.043 -0.053
H -1.9869 1.2007 1.5564 0.098 -0.017 -0.056
H -1.4409 -1.3800 0.6028 -0.540 -0.483 0.052
H -1.6383 -0.0226 -0.4547 -0.423 0.428 -0.175
H 0.9382 0.0067 0.8338 0.440 0.012 -0.129
H 0.6452 -1.5962 0.1064 0.326 0.095 0.206
H -0.0460 0.5055 -1.8400 -0.106 0.573 0.163
H 0.8883 -0.9211 -2.0165 0.020 0.118 0.079
H 2.2330 1.4844 -0.3255 -0.007 0.130 0.015
```
Positions in Å, forces in eV/Å.

SMILES string = NCCCS
LUMO energy = 1.10 eV
Orbital gap = 9.783 eV
ΔE to the lowest compared entry with this formula, charge and spin = 70.7 kJ/mol

Mulliken population analysis, charges in e, atoms 1 to 2:
1 N -0.46
2 C -0.26

Entry 3:
Formula: C3H9NS2
Source: the Open Molecules 2025 dataset
Level of theory: ωB97M-V/def2-TZVPD

Structure (XYZ):
```
15
Properties=species:S:1:pos:R:3:forces:R:3
N 2.4899 -0.5856 0.9893 -0.050 0.646 0.381
C 1.0552 -0.4817 1.0020 -1.370 0.330 -1.412
C 0.4988 -0.9291 -0.3700 1.340 -0.798 -0.144
S 1.0317 0.1126 -1.6633 -0.798 -0.098 0.136
S -1.9744 0.4462 1.0961 0.709 -0.530 -0.310
C -2.3911 0.6319 -0.5850 -1.068 -0.286 -1.323
H 2.8712 -0.0059 1.7326 0.107 -0.318 0.090
H 2.8470 -0.1822 0.1245 -0.042 -0.094 0.025
H 0.5699 -1.0489 1.7986 0.358 -0.005 0.056
H 0.5527 0.5197 0.9361 0.865 0.141 0.985
H 0.6909 -1.9908 -0.6124 -0.354 0.323 0.059
H -0.6167 -0.7683 -0.3349 -0.389 0.129 0.691
H -2.6758 -0.3115 -1.0719 0.266 -0.052 0.253
H -3.3384 1.1942 -0.6632 0.561 0.499 0.009
H -1.6157 1.1009 -1.2426 -0.135 0.113 0.504
```
Positions in Å, forces in eV/Å.

LUMO energy = -3.75 eV
Orbital gap = 4.740 eV
ΔE to the lowest compared entry with this formula, charge and spin = 447.6 kJ/mol

Mulliken population analysis, charges in e, atoms 1 to 2:
1 N -0.58
2 C -0.32

Entry 4:
Formula: C3H9NS2
Source: the Open Molecules 2025 dataset
Level of theory: ωB97M-V/def2-TZVPD

Structure (XYZ):
```
15
Properties=species:S:1:pos:R:3:forces:R:3
C 0.5088 0.8629 3.8432 0.294 0.133 -0.497
C 0.1873 -0.2984 3.2389 -0.775 0.479 1.072
N 0.0349 -0.5790 1.9136 0.336 1.703 -0.953
H 0.8029 1.8653 3.5028 -0.061 -0.806 -0.725
H 0.4920 0.8426 4.9013 -0.189 -0.170 0.919
H -0.2376 -1.0136 3.9312 0.395 -0.567 -0.133
H 0.3348 0.2069 1.3507 -0.083 -0.456 -0.330
H -0.0141 -1.4511 1.4262 0.090 -0.318 0.633
C -1.1422 0.2231 -3.1049 0.403 0.346 1.134
S -0.5659 -0.9544 -4.3867 0.348 0.483 0.888
S 1.4299 -1.0809 -3.7936 -0.191 0.030 -0.282
H -2.2044 0.3318 -2.9630 -0.776 -0.106 -1.178
H -0.7131 1.2165 -3.3195 -0.164 -0.492 0.306
H -0.9559 -0.0905 -2.0481 0.902 -0.011 -0.961
H 2.0424 -0.0814 -4.4919 -0.529 -0.247 0.106
```
Positions in Å, forces in eV/Å.

SMILES string = C=CN.CSS
LUMO energy = 0.39 eV
Orbital gap = 8.512 eV
ΔE to the lowest compared entry with this formula, charge and spin = 142.0 kJ/mol

Mulliken population analysis, charges in e, atoms 1 to 2:
1 C -0.85
2 C 0.14

Entry 5:
Formula: C3H9NS2
Source: the Open Molecules 2025 dataset
Level of theory: ωB97M-V/def2-TZVPD

Structure (XYZ):
```
15
Properties=species:S:1:pos:R:3:forces:R:3
C 0.8490 -1.5209 -2.8198 -1.046 -0.642 0.109
S 0.0911 -1.5250 -1.1701 0.890 0.994 0.462
S 1.2406 0.1455 -0.3607 -0.902 -1.174 -0.227
C 0.4746 0.0020 1.2865 1.750 -0.486 -0.728
C -0.8397 0.6204 1.4413 -1.728 1.251 1.546
N -0.8602 2.1230 1.2754 0.775 -2.128 0.290
H 1.3686 -0.5818 -2.9373 0.136 0.017 -0.409
H 1.4492 -2.4055 -2.9951 0.536 0.141 0.260
H -0.0039 -1.6345 -3.4896 0.176 0.481 -0.281
H 1.1649 0.5180 1.9604 0.043 -0.090 -0.096
H 0.4838 -1.0638 1.5519 -0.081 0.259 0.014
H -1.0460 0.4206 2.5077 -0.167 0.138 -0.073
H -1.7103 0.1583 0.9795 0.394 -0.234 -0.714
H -1.1245 2.4065 2.2028 -0.457 0.975 -0.262
H -1.5372 2.3371 0.5671 -0.317 0.497 0.107
```
Positions in Å, forces in eV/Å.

SMILES string = CSSCCN
LUMO energy = 0.44 eV
Orbital gap = 8.308 eV
ΔE to the lowest compared entry with this formula, charge and spin = 84.7 kJ/mol

Mulliken population analysis, charges in e, atoms 1 to 2:
1 C -0.78
2 S -0.05

Entry 6:
Formula: C3H9O
Source: the Open Molecules 2025 dataset
Level of theory: ωB97M-V/def2-TZVPD

Structure (XYZ):
```
13
Properties=species:S:1:pos:R:3:forces:R:3
C -1.6681 -0.7244 -1.5887 -0.420 0.227 0.188
H -2.2028 -1.5857 -1.1933 -0.099 0.079 0.098
H -2.1703 -0.3614 -2.4765 0.065 -0.255 -0.546
H -1.7228 0.1156 -0.9001 0.272 -0.275 0.384
H -0.6389 -1.0129 -1.7615 0.078 0.177 -0.169
C 1.0148 0.2650 1.7643 -0.214 0.147 -0.316
O -0.1661 0.5668 2.3146 -0.235 0.009 -0.024
C 1.1105 0.6223 0.2341 0.127 0.757 0.407
H 1.8739 0.7738 2.2782 0.194 -0.150 -0.073
H 1.2290 -0.8398 1.7634 0.336 -0.005 0.286
H 0.8562 -0.2444 -0.3447 -0.228 -0.386 -0.482
H 0.4017 1.4296 0.0234 -0.131 -0.128 0.070
H 2.0828 0.9955 -0.1131 0.255 -0.197 0.175
```
Positions in Å, forces in eV/Å.

LUMO energy = 4.13 eV
Orbital gap = 6.082 eV
ΔE to the lowest compared entry with this formula, charge and spin = 40.1 kJ/mol
Net charge = -1

Mulliken population analysis, charges in e, atoms 1 to 2:
1 C -0.97
2 H 0.23

Entry 7:
Formula: C3H9O2
Source: the Open Molecules 2025 dataset
Level of theory: ωB97M-V/def2-TZVPD

Structure (XYZ):
```
14
Properties=species:S:1:pos:R:3:forces:R:3
C 0.1144 0.1193 -0.1078 -0.175 0.457 -1.600
O -1.0837 0.5457 -0.6270 0.136 -0.370 0.724
C 0.8171 -0.9673 -0.9702 -1.756 -0.155 0.005
C 2.0115 -1.6869 -0.3584 -0.573 0.784 -0.619
H 0.0256 -0.3323 0.8963 0.197 0.154 0.496
H 0.8063 0.9890 -0.1344 0.459 -0.057 0.801
H 0.9737 -0.5537 -1.9716 0.471 0.093 0.104
H -0.0095 -1.6830 -1.1435 0.325 -0.083 0.083
H 2.2682 -2.4651 -1.0786 0.538 -0.207 0.415
H 1.7195 -2.0853 0.6110 0.133 -0.282 0.036
H 2.8204 -0.9680 -0.2096 0.263 -0.254 -0.027
H -1.6490 1.3509 0.8397 -0.327 0.092 -0.582
H -1.0595 1.6613 2.1783 -0.244 0.191 0.120
O -1.8724 1.8451 1.6892 0.552 -0.364 0.043
```
Positions in Å, forces in eV/Å.

LUMO energy = 4.21 eV
Orbital gap = 6.965 eV
ΔE to the lowest compared entry with this formula, charge and spin = 22.1 kJ/mol
Net charge = -1

Mulliken population analysis, charges in e, atoms 1 to 2:
1 C -0.37
2 O -0.94

Entry 8:
Formula: C3H9O2
Source: the Open Molecules 2025 dataset
Level of theory: ωB97M-V/def2-TZVPD

Structure (XYZ):
```
14
Properties=species:S:1:pos:R:3:forces:R:3
C 0.6868 1.0176 1.1074 0.217 0.743 -0.212
O -0.0008 1.6218 0.1186 -0.259 -0.226 -0.047
C 0.5391 -0.5337 1.1218 0.752 -0.264 -0.792
C 1.7910 -1.3524 1.4891 0.001 0.323 -0.145
H 1.8055 1.2106 0.9852 -0.181 -0.315 0.303
H 0.4339 1.4730 2.0978 0.099 -0.380 0.335
H -0.3413 -0.9683 1.5999 -0.195 0.421 0.188
H 0.4294 -0.6754 0.0406 -0.369 -0.295 0.039
H 1.6237 -2.4227 1.3553 -0.089 -0.130 0.131
H 2.5820 -1.0840 0.7857 0.152 0.060 0.072
H 2.1862 -1.1864 2.4950 -0.142 0.050 0.089
H -3.2980 1.2101 -3.9349 -0.259 -0.231 -0.184
H -4.2739 0.4515 -4.8945 0.279 -0.345 -0.036
O -4.1636 1.2384 -4.3670 -0.008 0.589 0.258
```
Positions in Å, forces in eV/Å.

LUMO energy = 3.28 eV
Orbital gap = 5.236 eV
ΔE to the lowest compared entry with this formula, charge and spin = 105.7 kJ/mol
Net charge = -1

Mulliken population analysis, charges in e, atoms 1 to 2:
1 C -0.42
2 O -0.89

Entry 9:
Formula: C3H9O2PS
Source: the Open Molecules 2025 dataset
Level of theory: ωB97M-V/def2-TZVPD

Structure (XYZ):
```
16
Properties=species:S:1:pos:R:3:forces:R:3
C -0.3205 -1.6021 -1.2019 0.170 -1.529 3.689
C -1.4004 -0.1460 0.9172 1.504 -3.702 1.630
C 2.5795 0.3566 -1.0874 0.172 0.248 2.938
O -0.7699 1.1643 -1.3917 0.657 -0.206 -0.309
O 1.8738 -1.2222 1.0712 0.197 -0.831 0.222
P -0.3328 0.0410 -0.5298 -0.313 1.295 1.823
S 1.6982 0.1528 0.5652 -0.654 0.882 -1.509
H -1.3800 -1.8563 -1.2722 0.135 -0.314 0.019
H 0.0919 -1.6003 -2.1342 1.213 -0.145 -2.579
H 0.2721 -2.3256 -0.4615 -1.367 1.533 -1.616
H -1.7411 0.6367 1.5482 -0.037 1.129 -0.056
H -2.2352 -0.7656 0.5900 -0.338 0.293 -0.095
H -0.8574 -0.9220 1.6682 -0.894 1.720 -1.648
H 3.6635 0.2922 -0.8536 -0.796 -0.264 -0.603
H 2.2749 1.3603 -1.2988 -0.010 0.625 -0.720
H 2.0905 -0.3772 -1.6687 0.361 -0.733 -1.185
```
Positions in Å, forces in eV/Å.

LUMO energy = 0.58 eV
Orbital gap = 9.550 eV
ΔE to the lowest compared entry with this formula, charge and spin = 153.6 kJ/mol

Mulliken population analysis, charges in e, atoms 1 to 2:
1 C -1.10
2 C -1.05

Entry 10:
Formula: C3H9O2PS
Source: the Open Molecules 2025 dataset
Level of theory: ωB97M-V/def2-TZVPD

Structure (XYZ):
```
16
Properties=species:S:1:pos:R:3:forces:R:3
C 0.9537 1.8994 -0.4173 -1.148 -0.705 3.309
C 1.5862 -0.5187 0.9773 -1.691 -0.352 1.432
C -1.9713 -1.5175 -0.2442 0.479 -1.109 -0.317
O 0.5443 -0.4380 -1.7179 -0.339 0.067 1.816
O -2.4099 1.0755 -0.0139 0.605 0.000 0.224
P 0.4464 0.1509 -0.3272 2.712 0.543 -1.851
S -1.5191 0.0370 0.5956 -1.644 0.018 -0.163
H 0.3058 2.3729 -1.0513 -2.657 1.439 -1.054
H 1.0468 2.4124 0.5742 -0.345 -0.433 -0.869
H 1.7821 2.1174 -0.9784 2.933 -0.594 -1.028
H 1.0464 -1.4589 1.3146 1.360 0.405 -0.625
H 2.6186 -0.6023 0.5892 -0.733 -0.368 0.194
H 1.5774 0.0596 1.9660 0.017 -0.229 -1.650
H -3.0877 -1.7419 -0.3004 1.565 0.747 0.431
H -1.4160 -2.3268 0.2762 -0.587 0.276 0.020
H -1.5036 -1.5209 -1.2429 -0.527 0.295 0.131
```
Positions in Å, forces in eV/Å.

LUMO energy = 0.53 eV
Orbital gap = 9.675 eV
ΔE to the lowest compared entry with this formula, charge and spin = 167.1 kJ/mol

Mulliken population analysis, charges in e, atoms 1 to 2:
1 C -1.19
2 C -0.95

Entry 11:
Formula: C3H9O2S
Source: the Open Molecules 2025 dataset
Level of theory: ωB97M-V/def2-TZVPD

Structure (XYZ):
```
15
Properties=species:S:1:pos:R:3:forces:R:3
C 0.4449 -0.7719 1.7419 -0.167 0.291 0.024
O 1.3262 -1.2431 0.8406 0.107 -0.273 -0.193
C -0.7910 0.0270 1.1239 0.898 0.485 0.978
C -0.5362 0.3383 -0.3147 0.033 -0.650 -1.207
S -2.0228 0.7676 -1.2930 -0.001 -0.064 -0.002
H 0.8875 -0.1022 2.5213 0.111 0.066 -0.172
H -0.0263 -1.5769 2.3353 -0.047 -0.260 0.176
H -1.6937 -0.5488 1.2807 -0.349 -0.149 -0.312
H -0.8944 0.9590 1.7029 -0.204 -0.109 -0.147
H -0.1503 -0.5831 -0.7967 -0.193 0.453 0.215
H 0.2257 1.0892 -0.5258 -0.053 -0.010 0.395
H -2.4767 1.7674 -0.5301 -0.011 0.097 0.078
H 3.7404 -0.6439 -0.8256 -0.294 0.138 0.114
H 2.3384 -0.5188 -0.0773 0.145 0.297 0.021
O 3.0141 -0.0228 -0.6870 0.025 -0.312 0.032
```
Positions in Å, forces in eV/Å.

LUMO energy = 3.30 eV
Orbital gap = 6.664 eV
ΔE to the lowest compared entry with this formula, charge and spin = 45.8 kJ/mol
Net charge = -1

Mulliken population analysis, charges in e, atoms 1 to 2:
1 C -0.57
2 O -0.89

Entry 12:
Formula: C3H9O2S
Source: the Open Molecules 2025 dataset
Level of theory: ωB97M-V/def2-TZVPD

Structure (XYZ):
```
15
Properties=species:S:1:pos:R:3:forces:R:3
C -0.4687 1.1100 0.7646 -1.358 -0.453 0.834
O 0.8612 1.4332 0.5877 -1.540 0.047 -0.411
C -1.1443 0.1260 -0.2165 0.416 0.274 -3.301
C 0.0416 -0.7019 -0.8198 -3.085 -0.273 -1.062
S -0.4880 -1.6336 -2.3501 0.018 -0.073 0.624
H -0.7577 0.7000 1.7618 0.857 0.645 -0.122
H -1.0427 2.0298 0.6072 0.221 0.523 0.240
H -1.6077 0.5571 -1.1565 0.798 0.499 1.004
H -2.0645 -0.3402 0.1403 0.677 -0.561 0.910
H 0.5998 0.0734 -1.2926 1.368 0.071 0.563
H 0.4072 -1.3597 -0.0647 1.141 -0.257 0.059
H 0.4601 -1.1325 -3.1554 -0.049 -0.054 0.099
H 1.3567 -0.8860 2.0725 0.355 -0.170 0.180
H 1.6941 0.4315 1.3189 1.817 -2.126 1.625
O 2.1529 -0.4070 1.8026 -1.637 1.909 -1.242
```
Positions in Å, forces in eV/Å.

Spin multiplicity = 2
LUMO energy (spin up / spin down) = 0.65 / -2.92 eV
Orbital gap (spin up / spin down) = 9.995 / 6.420 eV
ΔE to the lowest compared entry with this formula, charge and spin = 138.9 kJ/mol

Mulliken population analysis, charges in e, atoms 1 to 2:
1 C -0.38
2 O -0.41

Record-wise energy values, in hartree: -572.6120, -572.6132, -970.6613, -970.7776, -970.7994, -194.8993, -270.1773, -270.1455, -1009.7000, -1009.6949, -668.3764, -668.2333